{
  "formula": "C39H50BBiClN10O2P",
  "method": "the ωB97M-V functional and the def2-TZVPD basis",
  "orbital_gap_ev": 8.1,
  "total_charge": 2,
  "de_lowest_kj_mol": 0.00,
  "spin_multiplicity": 1,
  "e_homo_ev": -12.61,
  "e_tot_ha": -3254.857596,
  "symbols": ["Bi", "C", "C", "C", "C", "C", "N", "N", "B", "N", "N", "C", "C", "C", "C", "C", "N", "N", "C", "C", "C", "C", "C", "H", "H", "H", "H", "H", "H", "H", "H", "H", "H", "H", "H", "H", "H", "H", "H", "H", "H", "H", "H", "H", "H", "Cl", "C", "C", "C", "C", "C", "C", "P", "C", "C", "C", "C", "C", "C", "C", "C", "C", "C", "C", "C", "H", "H", "H", "H", "H", "H", "H", "H", "H", "H", "H", "H", "H", "H", "N", "C", "C", "C", "C", "N", "C", "N", "N", "C", "O", "O", "H", "H", "H", "H", "H", "H", "H", "H", "H", "H", "H", "H", "H", "H"],
  "xyz": [[-0.1893, -18.7785, 2.4179], [2.9646, -19.0558, 0.5835], [3.2143, -19.1336, 2.0459], [4.3537, -19.4600, 2.8112], [3.9344, -19.4203, 4.1104], [4.7207, -19.8019, 5.2972], [2.6303, -19.0861, 4.1379], [2.1935, -18.8657, 2.8503], [1.7070, -18.7693, 5.2945], [0.4372, -19.7173, 5.4542], [-0.3403, -19.9685, 4.3413], [-1.2549, -20.9442, 4.6479], [-2.3583, -21.2235, 3.6563], [-0.9993, -21.3429, 5.9266], [0.0820, -20.6101, 6.3945], [0.7896, -20.7263, 7.7425], [0.9690, -17.3324, 4.9307], [0.2694, -17.0749, 3.7908], [-0.3435, -15.8930, 3.9287], [-1.0528, -15.3282, 2.7528], [-0.0629, -15.3510, 5.2001], [0.8113, -16.3042, 5.7526], [1.4785, -16.2348, 7.1169], [2.1539, -18.3147, 0.3746], [2.7744, -19.9611, 0.0309], [3.8967, -18.6791, 0.1964], [5.2731, -19.8487, 2.3387], [4.7017, -19.0210, 6.0901], [5.7565, -20.0310, 4.9959], [4.3133, -20.7083, 5.6477], [2.1964, -18.7988, 6.3669], [-3.1791, -20.4889, 3.8034], [-2.7604, -22.1702, 3.8629], [-2.1095, -21.1946, 2.6314], [-1.4984, -22.1094, 6.4721], [0.1339, -21.3681, 8.2460], [0.9219, -19.8115, 8.2975], [1.7783, -21.2538, 7.6478], [-1.9352, -15.8652, 2.4431], [-0.3497, -15.3030, 1.9100], [-1.3613, -14.2835, 2.8756], [-0.3338, -14.3670, 5.5180], [1.2349, -15.2671, 7.6105], [2.5629, -16.3710, 7.1476], [1.0261, -16.9333, 7.8598], [-2.4928, -21.2023, 0.1410], [-1.7725, -22.7697, -0.1738], [-2.5329, -23.7587, -0.8932], [-1.8993, -24.9394, -1.2094], [-0.6618, -25.3060, -0.6939], [0.0793, -24.3496, 0.0226], [-0.4730, -23.0940, 0.3133], [0.5040, -21.9634, 1.2232], [2.0650, -22.2278, 0.3144], [2.0321, -21.7953, -0.9892], [3.1348, -21.8172, -1.8556], [4.3492, -22.3785, -1.4323], [4.4237, -22.7726, -0.0922], [3.3074, -22.6722, 0.7695], [0.8108, -22.8568, 2.7091], [1.7139, -22.3727, 3.6969], [1.9488, -23.1918, 4.8710], [1.4432, -24.4314, 5.0751], [0.4985, -24.8718, 4.1245], [0.1599, -24.1319, 2.9680], [-3.4463, -23.4353, -1.3480], [-2.4225, -25.6734, -1.7873], [-0.2792, -26.3141, -0.9084], [1.1318, -24.5380, 0.2726], [1.0924, -21.4183, -1.3936], [3.0689, -21.4679, -2.8502], [5.1907, -22.4104, -2.1183], [5.3381, -23.2111, 0.2753], [3.4416, -22.9837, 1.8161], [2.2480, -21.3920, 3.5849], [2.6773, -22.8392, 5.6072], [1.7461, -25.0668, 5.8694], [0.0482, -25.8465, 4.2111], [-0.4905, -24.5644, 2.2697], [-1.7319, -17.8400, -0.0268], [-3.0177, -17.3552, 0.4919], [-4.0756, -17.1457, -0.5605], [-4.4562, -18.4609, -1.1964], [-5.9905, -18.6328, -1.2579], [-6.4642, -18.6421, 0.1424], [-7.6530, -18.9735, 0.5399], [-8.6937, -19.2741, -0.2918], [-7.8874, -19.0347, 1.8872], [-3.4372, -18.1038, 1.7599], [-4.6095, -18.3257, 2.0017], [-2.4755, -18.4304, 2.6109], [-1.2990, -17.0867, -0.5700], [-1.8680, -18.6846, -0.6012], [-2.7815, -16.3991, 0.9592], [-3.6517, -16.4262, -1.2607], [-4.8724, -16.6491, -0.0660], [-4.0994, -19.3296, -0.7017], [-4.0318, -18.5283, -2.2347], [-6.3238, -19.4996, -1.8432], [-6.4487, -17.8110, -1.8017], [-5.7796, -18.3932, 0.8841], [-8.5592, -19.4019, -1.2661], [-9.5083, -19.6961, 0.1038], [-7.0678, -18.7494, 2.3929], [-8.7750, -18.8445, 2.3069]],
  "forces_ev_per_a": [[-0.26, -0.40, -0.27], [0.34, 1.32, -0.06], [-0.78, -0.41, 0.16], [-0.04, -0.53, -2.04], [0.27, -0.11, 0.12], [0.86, 1.15, 0.16], [-0.29, 0.40, -0.15], [0.16, -0.63, 0.92], [-1.81, 0.69, -0.02], [0.38, -0.98, -1.49], [-0.57, 0.10, 0.24], [0.57, 1.84, -1.81], [-0.40, 1.03, 1.94], [0.10, -0.57, 0.66], [1.08, 1.11, 0.54], [0.73, -0.46, -1.85], [0.75, -0.63, 0.52], [-0.11, -0.25, 0.29], [-0.17, 0.52, 0.68], [0.24, 0.99, -0.48], [0.61, -1.34, -1.76], [0.15, 0.78, 1.74], [-0.99, 0.40, 1.04], [0.65, -0.50, 0.04], [-0.11, -0.33, 0.41], [0.20, 0.45, -0.70], [-0.46, 0.55, 0.81], [0.08, -0.65, -0.49], [-0.42, 0.35, 0.19], [-0.49, -1.10, 0.92], [0.44, 0.42, 0.03], [0.57, -0.34, -0.04], [-0.57, -1.47, 0.23], [0.74, 0.13, -0.98], [-0.29, -0.31, 0.23], [-0.66, -0.94, 1.38], [-0.06, 0.36, -0.09], [-0.89, 0.58, -0.03], [-0.13, -0.36, 0.29], [-0.13, -0.10, 0.01], [0.13, -0.26, 0.34], [-0.01, 0.12, 0.38], [0.35, -0.37, -0.72], [-0.24, -0.02, -0.35], [0.31, 0.00, -0.82], [0.06, -0.36, -0.20], [0.33, -2.19, -0.05], [1.92, 2.31, 0.44], [-0.41, -0.68, 0.69], [0.75, 0.62, 0.21], [-0.46, -0.80, -1.04], [-2.10, -0.40, -1.47], [1.25, 1.59, 0.23], [1.10, 0.25, 0.12], [-0.06, 0.36, -1.93], [0.22, -1.00, 1.30], [-0.90, 0.68, 0.67], [-0.62, -0.04, -0.15], [0.56, -0.42, 0.45], [0.11, -1.96, 2.56], [-0.58, -1.09, 0.62], [1.51, 2.44, -0.92], [-1.76, -0.32, -1.91], [-0.07, 0.41, -0.94], [2.40, 1.42, 2.22], [-0.52, -0.21, -0.01], [-0.30, -0.19, -0.35], [0.01, 0.68, 0.11], [-0.63, -0.07, 0.16], [0.08, 0.05, 0.00], [-0.33, 0.38, -0.88], [-0.05, -0.17, 0.26], [0.10, 0.05, 0.20], [-0.12, 0.11, -0.52], [-0.63, -1.15, 0.10], [-0.15, 0.17, -0.29], [0.13, -0.25, 0.68], [-0.09, -0.20, 0.18], [-0.87, -0.37, -0.63], [0.01, -0.07, -0.03], [1.07, 0.29, 0.69], [1.19, -0.21, 0.43], [-1.23, 0.14, -2.38], [0.11, 0.28, -0.03], [0.16, -0.18, -1.16], [-2.34, -0.50, 0.46], [1.23, 0.47, 1.11], [1.08, 0.04, -1.15], [2.21, -0.92, 1.00], [-0.90, -0.03, 0.22], [-1.08, 0.67, -1.15], [-0.17, -0.64, -0.04], [0.28, 0.68, 0.17], [-0.09, 0.36, -0.35], [-0.21, -0.11, -0.27], [-1.11, 0.39, 0.23], [0.57, -0.61, 0.77], [-0.55, 0.05, 0.84], [0.34, -0.32, 0.58], [0.01, 0.48, 0.14], [0.19, -0.09, -0.19], [0.17, 0.04, -0.64], [-0.25, -0.14, 0.14], [-0.06, 0.03, 0.70], [-0.34, 0.03, -0.12]],
  "mulliken_charge": [2.297, -1.169, 0.587, -0.906, 0.814, -1.418, 0.266, 0.176, -1.016, 0.438, 0.720, 0.184, -1.388, -1.207, 1.223, -1.549, 0.733, -0.124, 0.678, -0.934, -1.514, 0.847, -1.269, 0.166, 0.049, 0.513, 0.433, 0.271, 0.404, 0.218, -0.067, 0.292, 0.542, -0.163, 0.593, 0.501, 0.269, 0.217, -0.112, 0.239, 0.453, 0.483, 0.370, 0.293, 0.218, 0.028, -0.205, -0.643, -0.616, -0.781, -0.225, -0.013, 1.290, -0.219, -1.047, -0.553, -0.690, -0.688, 0.276, 1.202, -0.197, -0.344, -1.286, -0.677, -1.223, 0.492, 0.410, 0.426, 0.443, 0.311, 0.540, 0.412, 0.497, 0.406, -0.035, 0.398, 0.518, 0.456, 0.581, -0.376, 0.335, -1.455, -0.383, -1.276, 0.148, 0.775, -0.368, -0.400, 0.313, -0.826, -0.741, 0.347, 0.196, 0.156, 0.560, 0.470, 0.176, 0.370, 0.599, 0.429, 0.198, 0.208, 0.232, 0.165, 0.253]
}